A cluster of 2 separate species, C4H14NO in total. Source: OMol25; level of theory: ωB97M-V/def2-TZVPD.

The geometry in XYZ format:
```
20
Properties=species:S:1:pos:R:3:forces:R:3
C 1.420066 0.979096 0.208451 -0.3 0.2 -0.7
C 0.051102 0.953647 -0.439660 -0.3 0.8 1.0
N -0.388283 -0.459462 -0.643714 0.6 -0.8 -1.7
C 0.505445 -1.248877 -1.562127 1.1 -0.6 0.4
C -1.009311 1.660968 0.430764 0.3 -0.8 0.6
H 1.368211 0.725815 1.249145 0.1 -0.4 0.5
H 1.788727 1.987158 0.150677 0.2 0.5 0.0
H 2.109554 0.363113 -0.346115 0.4 -0.3 0.1
H 0.123114 1.425968 -1.412776 -0.2 -0.2 -0.3
H -0.452822 -1.033232 0.210122 -0.4 0.4 0.6
H -1.286076 -0.467124 -1.126567 -0.2 0.2 0.5
H 1.278790 -1.774664 -0.993211 -0.4 0.1 0.3
H -0.070201 -2.019261 -2.067026 -0.1 0.3 -0.2
H 1.100205 -0.614363 -2.216226 -0.7 0.2 -0.3
H -1.232418 2.685090 0.159796 0.0 0.0 -0.2
H -0.644780 1.650740 1.460528 -0.1 0.2 0.0
H -1.923474 1.063153 0.478567 -0.2 0.3 -0.3
H -0.494083 -1.488916 2.635425 0.0 -0.1 -0.1
H -1.483641 -2.498938 2.027465 0.4 0.3 -0.2
O -0.760128 -1.889902 1.796473 -0.3 -0.1 0.2
```
Positions in Å, forces in eV/Å.

Lowest unoccupied orbital energy (hartree): -0.1091
Net charge: +1
HOMO-LUMO gap (eV): 13.3164
Energy above the lowest of the compared OMol25 structures with the same formula, charge and spin (kcal per mole): 8.68
HOMO level (eV): -16.28


The molecule C3H3F3. Source: OMol25; level of theory: ωB97M-V/def2-TZVPD.

The geometry in XYZ format:
```
9
Properties=species:S:1:pos:R:3:forces:R:3
F -0.899665 -0.225793 -1.992905 -0.1 -0.1 0.7
C -0.603069 0.854565 -1.245908 -0.4 0.9 -1.9
C -0.058949 0.856358 -0.066835 -0.2 -0.1 0.3
C 0.094763 -0.385005 0.690605 0.4 0.2 1.8
F 0.096712 -0.002747 2.050785 -0.1 -0.7 -0.9
F 1.326030 -0.925470 0.451657 -0.4 -0.4 0.1
H -0.833799 1.761172 -1.788124 0.1 0.0 -0.1
H 0.249259 1.796031 0.374551 -0.2 -0.2 0.1
H -0.719633 -1.126624 0.560555 0.7 0.2 0.0
```
Positions in Å, forces in eV/Å.

SMILES: F/C=C\C(F)F
Lowest unoccupied orbital energy (hartree): 0.0341
Net charge: 0
HOMO-LUMO gap (eV): 11.7459
Energy above the lowest of the compared OMol25 structures with the same formula, charge and spin (kcal per mole): 9.74
HOMO level (eV): -10.82


A cluster of 2 separate species, C21H25FNO in total. Source: OMol25; level of theory: ωB97M-V/def2-TZVPD.

The geometry in XYZ format:
```
49
Properties=species:S:1:pos:R:3:forces:R:3
C -2.797243 0.695823 2.251336 -0.4 0.2 -0.3
C -1.434304 0.160470 2.594505 1.6 1.2 0.1
C -1.318807 -1.239542 3.114876 -0.2 -0.4 0.0
C -0.352418 0.986484 2.501316 -1.6 -0.4 0.1
N 0.973248 0.626852 2.741692 0.4 -0.4 0.3
C 1.819813 1.740277 3.202057 0.0 -0.5 -0.4
C 3.166044 1.189617 3.641034 0.2 0.2 -0.2
O 3.766201 0.438776 2.580234 -0.6 -0.4 0.4
C 2.956550 -0.684725 2.228067 0.3 0.1 -0.2
C 1.592501 -0.230773 1.727249 0.2 0.5 0.4
H -3.573517 -0.054581 2.439463 0.1 0.2 0.0
H -3.055750 1.595391 2.831847 0.1 -0.3 -0.1
H -2.861207 0.983370 1.190747 -0.1 -0.1 0.3
H -2.323264 -1.635880 3.305504 0.2 0.0 0.0
H -0.838286 -1.921311 2.399705 -0.1 0.0 0.1
H -0.758840 -1.298704 4.059208 0.0 0.1 -0.3
H -0.495321 2.054621 2.293649 -0.2 -0.2 -0.1
H 1.989391 2.462362 2.381092 -0.1 0.0 0.2
H 1.330564 2.243103 4.045823 0.0 -0.1 -0.3
H 3.873493 2.012216 3.820305 -0.3 -0.3 0.2
H 3.020507 0.573544 4.552872 0.3 0.2 -0.4
H 3.512430 -1.173057 1.413176 -0.2 -0.1 0.4
H 2.813434 -1.376368 3.086086 0.2 0.3 -0.3
H 0.948586 -1.099398 1.537444 0.1 0.2 0.1
H 1.737301 0.328847 0.778531 -0.1 -0.1 0.1
F -3.256273 -4.892644 -3.294318 1.2 1.6 0.3
C -2.447116 -3.816686 -3.043952 -0.6 -1.3 0.0
C -1.301369 -4.015764 -2.268433 0.0 0.3 -0.1
C -0.498470 -2.914552 -2.022484 0.0 0.1 0.0
C -0.799287 -1.608231 -2.526461 -0.2 -0.5 0.1
C 0.121831 -0.581848 -2.182920 -0.3 0.0 -0.7
C 0.202239 0.788839 -2.543190 0.3 0.8 0.1
C 1.363297 1.494600 -2.085349 -0.2 -0.3 0.0
C 1.563294 2.837246 -2.359615 0.0 0.1 -0.1
C 0.615772 3.548083 -3.114309 0.2 -0.5 0.3
C -0.528310 2.886925 -3.584566 -0.2 -0.3 0.0
C -0.739299 1.538389 -3.310395 0.2 0.3 0.1
C -1.978190 -1.482920 -3.320490 -0.2 -0.4 0.0
C -2.799456 -2.576754 -3.572821 0.2 0.6 0.0
H -1.053592 -4.998973 -1.873231 -0.1 0.2 -0.2
H 0.404675 -3.034548 -1.423610 -0.2 0.0 -0.1
H 0.963019 -0.934624 -1.582909 -0.2 0.1 0.0
H 2.108060 0.935823 -1.514738 -0.2 0.2 -0.1
H 2.460320 3.339052 -1.986752 -0.3 -0.2 -0.2
H 0.771363 4.606207 -3.331580 -0.1 -0.3 0.1
H -1.266883 3.437629 -4.173125 0.3 -0.2 0.2
H -1.638694 1.065023 -3.685372 0.2 0.3 0.1
H -2.253770 -0.524887 -3.742854 -0.1 -0.4 0.1
H -3.704282 -2.472797 -4.174324 0.3 -0.1 0.2
```
Positions in Å, forces in eV/Å.

Lowest unoccupied orbital energy (hartree): -0.2226
Net charge: +1
HOMO-LUMO gap (eV): 4.0044
Energy above the lowest of the compared OMol25 structures with the same formula, charge and spin (kcal per mole): 24.79
HOMO level (eV): -10.06